The following is a quantum chemistry calculation of a 3-piece molecular cluster, C28H59ClN5O2 overall, from the OMol25 dataset.

Properties
- F_max (eV Å⁻¹) = 0.90
- spin multiplicity = 3
- net charge = +1

Each line ends with the Mulliken charge.
CARTESIAN COORDINATES (ANGSTROEM)
C (0.87989, -4.96276, 2.96126)  -1.126
C (2.11278, -4.54040, 2.16050)  0.140
Cl (2.86799, -3.08203, 2.88716)  -0.169
C (1.88131, -4.29468, 0.65953)  -1.163
N (1.43177, -2.95515, 0.33005)  0.894
C (0.02920, -2.78102, 0.64313)  -1.017
C (-0.54498, -1.43300, 0.24737)  -0.131
N (-0.12439, -0.95723, -1.10932)  0.686
C (-0.98934, -1.47494, -2.20241)  -0.900
C (1.35212, -1.15450, -1.36845)  1.647
C (2.16341, -0.02070, -0.72796)  0.197
C (2.68027, -0.20698, 0.70002)  -0.081
N (3.14100, 1.09775, 1.17277)  -0.706
C (1.75456, -2.58031, -1.02675)  -2.018
H (0.40891, -4.11221, 3.45192)  0.166
H (0.13820, -5.43034, 2.31290)  0.288
H (1.15174, -5.67821, 3.73422)  0.376
H (2.87423, -5.30860, 2.26218)  0.525
H (2.81528, -4.48402, 0.13075)  0.491
H (1.14564, -5.03821, 0.30937)  0.471
H (-0.58738, -3.60886, 0.24951)  0.510
H (-0.07413, -2.81082, 1.72904)  -0.412
H (-0.30153, -0.65655, 0.96904)  -0.117
H (-1.63073, -1.51286, 0.22018)  0.724
H (-0.25533, 0.05824, -1.12511)  -0.127
H (-1.96800, -1.01144, -2.10099)  0.309
H (-1.10268, -2.55463, -2.19314)  0.394
H (-0.55188, -1.12140, -3.12961)  0.292
H (1.46145, -1.06263, -2.44607)  -0.522
H (3.00855, 0.16877, -1.39048)  0.516
H (1.56123, 0.89302, -0.75356)  -0.787
H (1.92450, -0.66865, 1.34047)  -0.180
H (3.53219, -0.88784, 0.70264)  0.461
H (2.34472, 1.69071, 1.38524)  0.241
H (3.64312, 0.99431, 2.04740)  0.299
H (1.30069, -3.26638, -1.76642)  0.310
H (2.83548, -2.64070, -1.16540)  0.613
C (-2.04432, -2.09290, 4.36133)  -1.508
C (-1.35255, -0.72616, 4.33688)  1.360
C (-1.80041, 0.14515, 5.51571)  -1.214
C (-3.21729, 0.69382, 5.36934)  -0.564
C (-3.38165, 1.43784, 4.04622)  -1.293
C (-3.01269, 0.58684, 2.82656)  1.515
N (-1.64026, 0.00499, 3.05078)  1.096
O (-0.68735, 0.77701, 2.66938)  -0.733
C (-4.06762, -0.50167, 2.58445)  -1.655
C (-2.95416, 1.45254, 1.57214)  -1.902
C (0.14972, -0.97147, 4.41193)  -1.490
H (-3.12639, -2.04339, 4.39289)  0.289
H (-1.75742, -2.68702, 3.49060)  0.088
H (-1.72218, -2.62671, 5.25561)  0.507
H (-1.10432, 0.98440, 5.60621)  0.371
H (-1.70475, -0.44618, 6.42869)  0.414
H (-3.95270, -0.11022, 5.45468)  0.286
H (-3.42211, 1.37930, 6.19236)  0.450
H (-4.41277, 1.77693, 3.92072)  0.381
H (-2.74942, 2.33074, 4.05446)  0.399
H (-3.68466, -1.28436, 1.92617)  0.184
H (-4.92978, -0.04594, 2.09820)  0.493
H (-4.43193, -0.96786, 3.49401)  0.376
H (-2.27972, 2.29566, 1.69026)  0.397
H (-3.95542, 1.83159, 1.36721)  0.531
H (-2.62680, 0.86802, 0.70832)  0.288
H (0.51781, -1.47261, 3.51715)  0.116
H (0.35972, -1.61219, 5.26949)  0.487
H (0.71205, -0.04837, 4.52528)  0.335
C (-0.30543, 4.48643, -4.02638)  -1.686
C (0.34623, 3.40655, -3.15863)  1.759
C (1.84050, 3.68131, -2.94764)  -1.064
C (2.68970, 3.42514, -4.18852)  -0.571
C (2.47104, 2.01172, -4.71914)  -1.091
C (0.99939, 1.68971, -5.00069)  1.771
N (0.20043, 2.03580, -3.76968)  -0.194
O (0.17450, 1.09739, -2.89187)  -0.038
C (0.49444, 2.44137, -6.23894)  -1.740
C (0.82776, 0.20045, -5.27911)  -1.904
C (-0.38125, 3.41220, -1.81809)  -1.908
H (0.17934, 4.63865, -4.98315)  0.299
H (-1.35556, 4.25295, -4.20608)  0.385
H (-0.25541, 5.43273, -3.48841)  0.437
H (2.20079, 3.04808, -2.12967)  0.172
H (1.94602, 4.71620, -2.61613)  0.478
H (2.47077, 4.16521, -4.96184)  0.335
H (3.74270, 3.55388, -3.93560)  0.416
H (3.03175, 1.85345, -5.64312)  0.402
H (2.85264, 1.29232, -3.98600)  0.171
H (-0.59517, 2.45631, -6.27212)  0.354
H (0.85160, 1.92218, -7.12758)  0.485
H (0.85755, 3.46161, -6.30545)  0.332
H (1.24588, -0.41222, -4.48370)  0.175
H (1.35406, -0.04006, -6.20208)  0.570
H (-0.22544, -0.05547, -5.40770)  0.436
H (-1.42488, 3.11827, -1.93714)  0.482
H (-0.35272, 4.42596, -1.41901)  0.506
H (0.08827, 2.74935, -1.09455)  0.132


The following is a quantum chemistry calculation of one molecule with the formula CH3NO4 in a non-equilibrium geometry, from the OMol25 dataset.

Properties
- F_max (eV Å⁻¹) = 2.04
- structure (SMILES) = COO[N+](=O)[O-]
- net charge = 0

Each line ends with the Mulliken charge.
CARTESIAN COORDINATES (ANGSTROEM)
C (0.19553, 0.09197, -0.07400)  -0.388
O (0.84462, 1.08879, 0.80600)  -0.197
O (-0.13590, 1.72005, 1.64066)  -0.174
N (-0.80610, 2.82129, 0.98670)  1.091
O (-0.76118, 2.86008, -0.18848)  -0.491
O (-1.35257, 3.52023, 1.78463)  -0.541
H (1.04550, -0.27823, -0.71749)  0.203
H (-0.68982, 0.61488, -0.54905)  0.255
H (-0.10555, -0.75242, 0.47028)  0.243


The following is a quantum chemistry calculation of an isolated ion of composition C6H8N and charge +1 in a non-equilibrium geometry, from the OMol25 dataset.

Properties
- F_max (eV Å⁻¹) = 4.00
- net charge = +1

Each line ends with the Mulliken charge.
CARTESIAN COORDINATES (ANGSTROEM)
C (2.11957, -0.44458, 0.67908)  -0.045
C (-0.66562, 1.35151, -0.52456)  -0.439
C (0.73806, 1.26224, -0.30774)  0.043
C (-0.30181, -0.21779, -0.29465)  0.206
C (0.97521, 0.27360, 0.72397)  -0.052
C (-1.26650, -1.18479, 0.22760)  -1.283
N (3.15410, -0.91551, 0.67786)  -0.268
H (-1.52212, 1.84929, 0.11568)  0.297
H (-0.96300, 1.54994, -1.51429)  0.308
H (1.32272, 1.32022, -1.13826)  0.320
H (0.18087, -0.71815, -1.20945)  0.328
H (0.65086, 0.32992, 1.67902)  0.464
H (-1.73950, -1.47354, -0.68568)  0.392
H (-2.01835, -0.90657, 0.93438)  0.390
H (-0.66448, -2.07578, 0.63704)  0.341


The following is a quantum chemistry calculation of C37H63N3O3PdSi as an isolated structure, from the OMol25 dataset.

Properties
- F_max (eV Å⁻¹) = 0.25
- net charge = -2

Each line ends with the Mulliken charge.
CARTESIAN COORDINATES (ANGSTROEM)
Pd (-0.17851, -1.63863, -1.12657)  0.556
C (-4.99381, 4.37918, -1.17306)  -2.365
C (-3.49800, 4.08091, -1.27065)  2.309
C (-2.78729, 4.84200, -0.14099)  -1.301
C (-2.99883, 4.62291, -2.61884)  -1.682
C (-3.19262, 2.58733, -1.15728)  -1.317
C (-1.85688, 2.16151, -1.26560)  0.326
C (-1.50157, 0.82624, -1.13508)  -0.498
N (-0.23415, 0.29355, -1.19960)  -0.405
C (1.00092, 0.88257, -1.06648)  0.171
C (1.28463, 2.21270, -0.76666)  0.363
C (2.60200, 2.68326, -0.65051)  -0.962
C (3.63898, 1.79205, -0.84796)  -0.374
C (3.41035, 0.42468, -1.11138)  -0.881
C (2.09499, -0.04882, -1.18467)  1.121
O (1.82337, -1.33733, -1.33618)  -1.365
C (4.57818, -0.54910, -1.30722)  2.699
C (4.55584, -1.63861, -0.22257)  -1.356
C (5.93714, 0.14864, -1.23139)  -2.405
C (4.47668, -1.21385, -2.68962)  -1.688
C (2.82103, 4.15937, -0.31604)  2.453
C (2.15627, 5.04102, -1.38482)  -1.425
C (2.19746, 4.48601, 1.04930)  -1.648
C (4.30296, 4.53013, -0.25419)  -2.445
C (-2.53481, -0.17513, -0.96084)  1.724
O (-2.18306, -1.44380, -0.95729)  -1.707
C (-3.86157, 0.25301, -0.81650)  -0.350
C (-4.15467, 1.63295, -0.91398)  -0.080
C (-5.05884, -0.68107, -0.55904)  2.254
C (-5.74707, -0.26894, 0.75341)  -1.640
C (-4.72004, -2.17175, -0.43450)  -2.131
C (-6.07025, -0.54339, -1.70905)  -1.707
H (-5.16343, 5.45366, -1.29576)  0.464
H (-5.39704, 4.08063, -0.20281)  0.347
H (-5.55386, 3.85359, -1.94987)  0.391
H (-2.97085, 5.92026, -0.21763)  0.439
H (-1.70959, 4.67354, -0.17591)  0.053
H (-3.14438, 4.49374, 0.83089)  0.317
H (-3.21947, 5.69259, -2.71092)  0.453
H (-3.48360, 4.09344, -3.44227)  0.350
H (-1.92213, 4.48853, -2.72841)  0.234
H (-1.09636, 2.88835, -1.50244)  0.792
H (0.47253, 2.89352, -0.57014)  0.290
H (4.65811, 2.14266, -0.77824)  0.525
H (4.62898, -1.18478, 0.77046)  0.222
H (5.40488, -2.32056, -0.35417)  0.532
H (3.62976, -2.20748, -0.27897)  -0.018
H (6.11820, 0.57858, -0.24237)  0.400
H (6.02658, 0.94598, -1.97353)  0.423
H (6.72392, -0.58615, -1.42929)  0.448
H (3.51599, -1.71419, -2.79784)  0.203
H (5.27739, -1.95220, -2.81679)  0.412
H (4.57253, -0.45966, -3.47663)  0.349
H (1.07808, 4.87606, -1.41660)  0.097
H (2.55626, 4.80240, -2.37278)  0.325
H (2.33440, 6.10305, -1.18004)  0.467
H (1.13349, 4.24667, 1.06571)  0.223
H (2.31431, 5.55002, 1.28631)  0.441
H (2.68039, 3.89871, 1.83400)  0.348
H (4.80268, 4.33059, -1.20472)  0.382
H (4.82093, 3.96821, 0.52607)  0.399
H (4.40580, 5.59714, -0.03232)  0.453
H (-5.18754, 1.93986, -0.80142)  0.256
H (-5.04324, -0.35389, 1.58473)  0.275
H (-6.60303, -0.92280, 0.95655)  0.476
H (-6.10429, 0.76236, 0.72239)  0.266
H (-3.99453, -2.36074, 0.35396)  0.301
H (-4.28502, -2.56657, -1.34995)  0.387
H (-5.64833, -2.71507, -0.21299)  0.524
H (-6.43278, 0.48113, -1.81496)  0.277
H (-6.93332, -1.19746, -1.53732)  0.453
H (-5.60096, -0.83257, -2.65175)  0.355
C (-1.59712, -3.01647, 4.32377)  -0.873
C (-1.07407, -1.61687, 4.64471)  -1.103
N (0.22669, -1.33546, 4.07337)  0.246
C (1.35907, -1.29218, 4.96966)  -0.844
C (1.82020, -2.66225, 5.46420)  -1.087
C (0.35317, -1.23463, 2.68200)  0.382
C (1.74529, -1.26273, 2.10228)  -0.178
N (-0.61183, -1.13458, 1.86520)  -0.201
H (-2.61250, -3.14768, 4.70529)  0.381
H (-0.95633, -3.77950, 4.76998)  0.277
H (-1.61183, -3.17834, 3.24607)  0.200
H (-0.98444, -1.48902, 5.72668)  0.434
H (-1.79958, -0.86812, 4.30705)  0.461
H (1.09098, -0.67221, 5.83398)  0.404
H (2.18051, -0.78300, 4.47100)  0.422
H (1.05156, -3.13616, 6.07919)  0.309
H (2.72735, -2.56989, 6.06768)  0.395
H (2.02965, -3.32167, 4.62032)  0.285
H (2.41638, -1.93720, 2.63681)  0.466
H (2.18262, -0.25992, 2.09386)  0.274
H (1.66311, -1.58109, 1.06300)  -0.499
H (-1.53073, -1.08161, 2.29505)  -0.037
C (1.16824, -6.18490, -0.19329)  -1.147
Si (0.64916, -4.93178, -1.51899)  0.238
C (2.21048, -4.52335, -2.49663)  -0.902
C (-0.42745, -5.95439, -2.69792)  -1.097
O (-0.07494, -3.67903, -0.88932)  -0.255
H (1.67798, -7.05086, -0.63135)  0.322
H (0.28415, -6.54484, 0.34326)  0.283
H (1.83857, -5.72599, 0.53944)  0.241
H (2.58920, -5.38084, -3.06403)  0.500
H (3.00256, -4.16603, -1.83225)  0.153
H (1.99464, -3.70746, -3.19278)  0.137
H (0.12642, -6.82546, -3.06683)  0.318
H (-0.75037, -5.36333, -3.55979)  0.261
H (-1.32703, -6.31187, -2.18696)  0.266


The following is a quantum chemistry calculation of a 2-piece molecular cluster, C3H7N3O overall in a non-equilibrium geometry, from the OMol25 dataset.

Properties
- F_max (eV Å⁻¹) = 4.60
- net charge = 0

Each line ends with the Mulliken charge.
CARTESIAN COORDINATES (ANGSTROEM)
C (-0.35688, 1.44573, 0.22997)  0.418
C (2.00306, 0.21949, -0.48023)  -0.630
C (0.21529, 0.57862, 1.07703)  -0.062
N (-1.19152, 2.06334, -0.29724)  -0.577
N (-2.50952, -0.55161, 0.16297)  -0.394
N (-1.29363, -1.02896, 0.64089)  -0.384
O (1.41728, 0.03521, 0.85374)  -0.334
H (1.29970, 0.02995, -1.26903)  0.346
H (2.92034, -0.53167, -0.45268)  0.231
H (2.51024, 1.30265, -0.59882)  0.252
H (-0.01080, 0.39187, 2.15179)  0.343
H (-3.07878, -0.16420, 0.92007)  0.264
H (-2.30934, 0.20069, -0.59019)  0.282
H (-0.79750, -1.49023, -0.11793)  0.245


no.,energy (eV)
1,-54053.287
2,-10758.591
3,-7830.138
4,-61366.228
5,-9737.417